C2H4N4 | ωB97M-V/def2-TZVPD

The geometry in XYZ format:
```
10
Properties=species:S:1:pos:R:3
H -0.61934 2.03403 0.17303
N 0.03461 1.26361 0.15002
C -0.49083 0.11567 -0.06298
N -1.79553 -0.22550 -0.26889
N 0.36649 -1.00424 -0.14200
C 1.47883 -0.48003 0.00938
N 2.56429 0.04377 0.15841
H -2.47637 0.41124 0.10774
H -1.99711 -1.20752 -0.16703
H 2.93496 -0.95103 0.04232
```

Results
Highest occupied orbital energy = -9.35 eV
E_LUMO = 0.84 eV
HOMO-LUMO gap = 10.2 eV



C2H4N4 | ωB97M-V/def2-TZVPD

The geometry in XYZ format:
```
10
Properties=species:S:1:pos:R:3
N -1.58743 0.68078 -1.27646
C -0.73798 0.52507 -0.23019
N -0.82870 0.77025 1.00149
N 1.19019 -0.46406 1.69411
C 1.32764 -0.49451 0.41989
N 0.57464 0.18215 -0.46283
H -1.30666 0.21223 -2.12580
H -2.57423 0.76156 -1.09033
H 1.81576 -1.12461 2.15813
H 2.12679 -1.04885 -0.08801
```

Results
Highest occupied orbital energy (spin up / spin down) = -9.43 / -9.26 eV
E_LUMO (spin up / spin down) = -0.98 / -1.75 eV
HOMO-LUMO gap (spin up / spin down) = 8.5 / 7.5 eV



C2H4N4 | ωB97M-V/def2-TZVPD

The geometry in XYZ format:
```
10
Properties=species:S:1:pos:R:3
N -0.61595 -1.22841 1.27376
C -0.11232 -0.34910 0.31087
C 1.03358 0.20769 -0.23217
N 0.53404 1.18773 -1.10278
N -0.78141 1.22151 -1.05763
N -1.18550 0.32081 -0.24798
H -0.25126 -2.11009 1.58975
H -1.61630 -1.29295 1.11952
H 2.08447 -0.01684 -0.18838
H 0.89484 2.05152 -1.47462
```

Results
Highest occupied orbital energy = -8.49 eV
E_LUMO = 1.04 eV
HOMO-LUMO gap = 9.5 eV



C2H4N4O | ωB97M-V/def2-TZVPD

The geometry in XYZ format:
```
11
Properties=species:S:1:pos:R:3
N 0.20209 -0.66205 -1.69098
N -0.12236 -0.35687 -0.41403
C -0.33045 -1.10065 0.69516
N -0.24676 -0.42724 1.83005
C 0.13812 0.85563 1.48739
O 0.17085 1.87438 2.15695
N 0.28463 0.92222 0.04133
H 1.16943 -0.36730 -1.83357
H -0.37362 -0.16163 -2.35943
H -0.66254 -2.21697 0.63140
H -0.22938 1.64047 -0.54426
```

Results
Highest occupied orbital energy = -9.26 eV
E_LUMO = 0.47 eV
HOMO-LUMO gap = 9.7 eV



C2H4N4O | ωB97M-V/def2-TZVPD

The geometry in XYZ format:
```
11
Properties=species:S:1:pos:R:3
C -1.95046 -0.61317 0.13595
N -0.46943 -0.49817 -0.25910
N 0.47016 -1.41352 -0.09421
N 1.60300 -0.82861 0.24134
N 1.29961 0.53930 -0.11428
C -0.03833 0.73362 -0.05626
O -0.45763 1.91654 0.02878
H -2.23525 0.47663 -0.07977
H -2.18933 -1.61231 -0.55909
H -2.29373 -0.92984 1.15358
H 1.98866 1.41749 0.36073
```

Results
Highest occupied orbital energy = -9.84 eV
E_LUMO = 0.40 eV
HOMO-LUMO gap = 10.2 eV



C2H4N4O | ωB97M-V/def2-TZVPD

The geometry in XYZ format:
```
11
Properties=species:S:1:pos:R:3
N -0.87376 -2.20198 -0.36042
C -0.06234 -1.19222 0.09865
N 0.50611 -0.32748 -0.82215
N 0.41411 0.97995 -0.52569
C 0.51839 1.53318 0.69072
O 0.04310 2.79137 0.64182
N 0.36726 -0.94016 1.25874
H -0.77809 -2.38097 -1.35179
H -0.95035 -3.02331 0.22634
H 0.55327 1.56389 -1.34673
H 0.26231 3.19772 1.49052
```

Results
Highest occupied orbital energy (spin up / spin down) = -8.82 / -8.46 eV
E_LUMO (spin up / spin down) = -0.12 / -1.05 eV
HOMO-LUMO gap (spin up / spin down) = 8.7 / 7.4 eV



C2H4N4O | ωB97M-V/def2-TZVPD

The geometry in XYZ format:
```
11
Properties=species:S:1:pos:R:3
C -2.81384 1.26602 0.34641
C -0.44561 -1.49332 0.65331
N -1.37579 -1.56128 -0.18463
N -2.44899 -1.56861 -0.60573
N 1.28475 -0.43567 -0.51860
N 0.79504 -1.10958 0.54588
O -3.45875 0.36112 -0.03486
H -3.14191 2.41254 0.46706
H 0.60272 -0.15512 -1.24499
H 1.98490 -1.07773 -1.01029
H 1.50670 -1.49944 1.14098
```

Results
Highest occupied orbital energy (spin up / spin down) = -8.18 / -7.11 eV
E_LUMO (spin up / spin down) = 0.39 / 0.00 eV
HOMO-LUMO gap (spin up / spin down) = 8.6 / 7.1 eV



C2H4N4O | ωB97M-V/def2-TZVPD

The geometry in XYZ format:
```
11
Properties=species:S:1:pos:R:3
N -0.79801 -0.04583 1.83026
C -0.38045 -0.01039 0.49587
N -1.15673 -0.00844 -0.56396
C -0.27024 0.02334 -1.65241
O -0.59548 0.25947 -2.80668
N 1.08011 -0.31471 -1.13532
N 0.99926 -0.06041 0.29161
H -0.26502 0.52555 2.51071
H -1.76682 0.05441 1.84516
H 1.68276 0.34757 -1.60944
H 1.47063 -0.77056 0.79421
```

Results
Highest occupied orbital energy = -9.81 eV
E_LUMO = 0.60 eV
HOMO-LUMO gap = 10.4 eV



C2H4N4O | ωB97M-V/def2-TZVPD

The geometry in XYZ format:
```
11
Properties=species:S:1:pos:R:3
H 2.47713 -1.50119 -0.08690
N 2.36663 -0.53129 0.11855
C 1.21539 -0.08085 -0.00122
N 0.80220 1.26516 0.09913
C -0.48278 1.22916 0.01551
N -1.10704 0.01491 -0.33128
N -2.27746 -0.45186 0.21197
O 0.04225 -0.92119 -0.15712
H -1.10009 2.08940 -0.25855
H -2.15437 -0.89984 1.21538
H -2.44654 -1.28714 -0.38733
```

Results
Highest occupied orbital energy = -9.45 eV
E_LUMO = 0.17 eV
HOMO-LUMO gap = 9.6 eV



C2H4N4O | ωB97M-V/def2-TZVPD

The geometry in XYZ format:
```
11
Properties=species:S:1:pos:R:3
N -2.12935 -0.42306 -0.06227
C -0.84312 0.03244 -0.17368
N -0.52054 1.29977 -0.09517
N 0.84626 1.20757 -0.00626
C 1.21387 -0.08054 -0.03657
O 2.45676 -0.41199 -0.06870
N 0.19386 -0.90148 -0.11941
H -2.18563 -1.41725 0.13575
H -2.92267 0.09109 0.32174
H 1.38325 2.02718 -0.04759
H 2.50730 -1.42373 0.15215
```

Results
Highest occupied orbital energy = -8.27 eV
E_LUMO = 0.66 eV
HOMO-LUMO gap = 8.9 eV



C2H4N4O | ωB97M-V/def2-TZVPD

The geometry in XYZ format:
```
11
Properties=species:S:1:pos:R:3
C -1.53452 -0.23520 0.45855
C -0.04182 -0.12087 0.06658
H -3.20046 -0.63209 -1.18953
H -2.88439 1.13474 -0.54069
H -1.64259 0.27981 1.36154
H -1.31413 -1.33051 0.63789
N -2.64997 0.14765 -0.29650
N 0.58548 1.15018 0.15380
N 1.77564 0.81526 -0.14591
N 0.75388 -1.08264 -0.03686
O 1.90554 -0.56609 -0.14272
```

Results
Highest occupied orbital energy = -9.44 eV
E_LUMO = 0.45 eV
HOMO-LUMO gap = 9.9 eV



C2H4N4O2 | ωB97M-V/def2-TZVPD

The geometry in XYZ format:
```
12
Properties=species:S:1:pos:R:3
O -2.47845 0.33223 0.52840
N -1.79914 -0.69272 -0.24966
C -0.43448 -0.48367 -0.17875
N 0.28398 -1.50958 -0.05390
N 1.66616 -1.19198 0.17223
C 2.02024 0.01740 0.20676
N 1.18841 1.13937 0.14884
O -0.09656 0.81561 -0.39342
H -2.94368 0.82387 -0.21858
H -2.02195 -1.55704 0.10742
H 3.10659 0.32013 0.34691
H 1.50889 1.98639 -0.41624
```

Results
Highest occupied orbital energy = -8.61 eV
E_LUMO = 0.54 eV
HOMO-LUMO gap = 9.1 eV



C2H4N4O2 | ωB97M-V/def2-TZVPD

The geometry in XYZ format:
```
12
Properties=species:S:1:pos:R:3
H 0.72375 2.42277 -0.12928
N -0.05179 1.65953 -0.33377
C 0.77314 0.69152 -0.29460
N 2.05219 0.41285 0.00780
N 2.24341 -0.87767 0.06234
O 1.07348 -1.43125 -0.30240
N 0.24246 -0.49075 -0.92332
O -1.07552 -0.72048 -0.72915
C -1.47879 -0.53776 0.48555
H -2.46824 -0.95679 0.63201
H -1.53680 0.69655 0.43370
H -0.49728 -0.86852 1.09112
```

Results
Highest occupied orbital energy = -9.90 eV
E_LUMO = -1.18 eV
HOMO-LUMO gap = 8.7 eV



C2H4N4O2 | ωB97M-V/def2-TZVPD

The geometry in XYZ format:
```
12
Properties=species:S:1:pos:R:3
H 3.24144 -0.39935 0.00636
N 2.66213 0.37661 0.30204
C 1.39724 -0.00307 -0.15601
N 0.62468 1.09082 -0.23475
C -0.54345 0.68446 -0.48502
O -1.57756 1.38976 -0.38963
N -0.61093 -0.76997 -0.75096
N -1.26686 -1.33038 0.62775
O 0.73821 -1.17032 -1.04193
H -1.29539 2.29652 0.24687
H -2.25199 -1.59603 0.38519
H -1.11753 -0.56905 1.49008
```

Results
Highest occupied orbital energy = -9.42 eV
E_LUMO = -0.20 eV
HOMO-LUMO gap = 9.2 eV



C2H4N4O2 | ωB97M-V/def2-TZVPD

The geometry in XYZ format:
```
12
Properties=species:S:1:pos:R:3
C 1.01002 0.50998 -1.50708
N -0.29378 0.92176 -0.94623
C -0.89285 0.30830 0.00644
O -2.03680 0.73502 0.62265
N -2.17613 -0.14883 1.75422
N -1.13750 -0.73907 1.94294
N -0.36490 -0.63895 0.94813
O 0.99420 -0.69322 1.09663
H 1.68957 1.46707 -1.13587
H 1.44635 -0.46690 -1.30566
H 0.72601 0.45798 -2.61571
H 1.03581 -1.71314 1.13955
```

Results
Highest occupied orbital energy = -9.22 eV
E_LUMO = 0.34 eV
HOMO-LUMO gap = 9.6 eV



C2H4N4O5 | ωB97M-V/def2-TZVPD

The geometry in XYZ format:
```
15
Properties=species:S:1:pos:R:3
N 0.52761 0.20259 -0.91598
C 0.08017 0.30078 0.57403
C -1.43704 0.18546 0.57969
N -2.22786 1.15711 1.13979
O -3.45682 1.17850 1.21341
N -1.87778 -1.12530 0.66448
O -1.26421 -2.11968 1.08387
O -3.18430 -1.12220 0.45944
N -3.32879 -0.31578 -0.88015
O -2.64730 -0.78320 -1.73144
O -4.11237 0.52453 -0.85944
H 0.34817 -0.69975 -1.39694
H 1.53887 0.39205 -1.03990
H 0.30980 -0.63705 1.13482
H 0.48413 1.13957 0.98636
```

Results
Highest occupied orbital energy (spin up / spin down) = -9.80 / -9.29 eV
E_LUMO (spin up / spin down) = -1.38 / -1.56 eV
HOMO-LUMO gap (spin up / spin down) = 8.4 / 7.7 eV



C2H4N4P | ωB97M-V/def2-TZVPD

The geometry in XYZ format:
```
11
Properties=species:S:1:pos:R:3
C 1.43130 -1.39268 1.17658
C -1.38378 1.64369 -0.49269
N 0.55687 -0.39699 0.87185
N 1.66235 -2.14705 0.11070
N 0.27565 -0.59697 -0.42854
N 0.94560 -1.65000 -0.87563
P -0.80957 0.26762 -1.59546
H -1.90079 1.26540 0.38682
H -2.08248 2.21188 -1.10879
H -0.55746 2.28533 -0.19648
H 1.86231 -1.49024 2.15164
```

Results
Highest occupied orbital energy = -1.85 eV
E_LUMO = 4.35 eV
Total charge = -1
HOMO-LUMO gap = 6.2 eV



C2H4N4S | ωB97M-V/def2-TZVPD

The geometry in XYZ format:
```
11
Properties=species:S:1:pos:R:3
H -0.03149 2.97156 0.00096
N -0.54188 2.33643 0.63403
C -0.16664 1.16762 0.30220
N 0.84049 0.59435 -0.53052
N 0.83806 -0.68695 -0.77964
C -0.23487 -1.13397 -0.18638
S -0.40455 -2.88784 0.25792
N -0.76262 -0.09989 0.46720
H 1.85346 1.10006 -0.52174
H 0.09244 -3.29210 -0.85511
H -1.48241 -0.06927 1.21107
```

Results
Highest occupied orbital energy = -8.04 eV
E_LUMO = 0.68 eV
HOMO-LUMO gap = 8.7 eV



C2H4N4S | ωB97M-V/def2-TZVPD

The geometry in XYZ format:
```
11
Properties=species:S:1:pos:R:3
C 0.49652 -1.74212 -1.01288
C 0.51819 0.82511 1.05221
N -0.45279 -2.18132 -0.09071
N 0.78836 -0.51004 -0.72796
N -0.71445 -1.24310 0.72134
N 0.07385 -0.19317 0.31878
S -1.07313 2.87438 -0.29478
H 0.89604 -2.30294 -1.83407
H 0.39005 1.06287 2.05396
H 1.14198 1.36742 0.42541
H -2.06462 2.04291 -0.61129
```

Results
Highest occupied orbital energy (spin up / spin down) = -8.59 / -8.61 eV
E_LUMO (spin up / spin down) = -2.37 / -2.36 eV
HOMO-LUMO gap (spin up / spin down) = 6.2 / 6.2 eV



C2H4N4S | ωB97M-V/def2-TZVPD

The geometry in XYZ format:
```
11
Properties=species:S:1:pos:R:3
N 2.17329 -0.66639 -0.10549
C 0.90094 -0.06561 -0.03412
N 0.73295 1.18759 -0.00649
N -0.60505 1.36137 -0.04159
C -1.16932 0.13580 -0.03592
S -2.92046 -0.19699 -0.00226
N -0.27393 -0.83586 -0.07959
H 2.92482 -0.14433 0.32974
H 2.17954 -1.58145 0.26820
H -1.01087 2.35356 -0.15096
H -2.93191 -1.54769 -0.14151
```

Results
Highest occupied orbital energy = -8.71 eV
E_LUMO = 0.73 eV
HOMO-LUMO gap = 9.4 eV



E for the records above, in order: -297.571632 -297.497265 -297.588251 -372.816918 -372.745221 -372.676950 -372.613715 -372.878438 -372.768924 -372.879743 -372.690913 -447.931939 -447.824980 -447.890911 -447.909964 -673.422044 -638.972927 -695.751201 -695.647021 -695.817892 Ha
Relative energy (zero: lowest compared OMol25 entry of this formula, charge and spin) for the records above, in order: 190.8 386.1 147.2 219.0 407.2 586.5 752.5 57.5 345.0 54.0 549.8 447.6 728.4 555.3 505.3 546.1 0.0 211.9 485.5 36.8 kJ/mol